# 1
DFT (ωB97M-V/def2-TZVPD) results for 13 unconnected molecules or ions with the total composition C53H71N7O6.

## Properties
Max |F| = 3.86 eV/A
Net charge = 0
Frontier orbital gap = 9.2042 eV
HOMO = -9.166 eV

Geometry (Å):
N: 6.37599 2.55726 -1.27625
C: 6.64380 3.68937 -1.94765
C: 7.31593 4.74326 -1.35549
C: 7.58816 4.69316 -0.00165
C: 7.20470 3.58068 0.69416
C: 6.64139 2.48718 0.05315
H: 6.26690 3.74041 -2.95846
H: 7.49787 5.63879 -1.93111
H: 8.17441 5.48207 0.44593
H: 7.37469 3.51064 1.75840
H: 6.29118 1.57373 0.51073
N: 5.82606 -3.51003 -0.17046
C: 4.55270 -3.63585 -0.65234
C: 4.31079 -4.00142 -1.93807
C: 5.38709 -3.98088 -2.80146
C: 6.69874 -3.83483 -2.32626
C: 6.91114 -3.51710 -1.00686
H: 3.71088 -3.44183 -0.00419
H: 3.27711 -4.12628 -2.22498
H: 5.20088 -4.17393 -3.84762
H: 7.60306 -3.99303 -2.89510
H: 7.86188 -3.29104 -0.54709
N: 1.03892 -7.51140 3.00600
C: 0.26954 -6.79730 3.82732
C: -0.59838 -7.42247 4.66403
C: -0.46921 -8.80656 4.89060
C: 0.34412 -9.53313 4.07412
C: 1.08883 -8.87220 3.05946
H: 0.25664 -5.73598 3.62773
H: -1.19382 -6.76947 5.28487
H: -0.99673 -9.40038 5.62238
H: 0.33209 -10.60200 4.22833
H: 1.84501 -9.38398 2.48268
N: -3.95792 -6.93523 -3.88114
C: -4.16462 -8.19401 -3.50828
C: -3.37959 -8.82201 -2.58433
C: -2.34746 -8.11719 -1.94554
C: -2.19643 -6.77711 -2.24519
C: -3.02167 -6.19871 -3.24984
H: -4.85879 -8.72509 -4.14270
H: -3.45466 -9.89087 -2.44903
H: -1.74498 -8.68218 -1.24970
H: -1.45789 -6.18108 -1.72973
H: -2.76795 -5.17073 -3.46264
N: -5.61995 0.18928 -9.05009
C: -5.58538 -1.08999 -8.54234
C: -4.94997 -1.40343 -7.37307
C: -4.25763 -0.40884 -6.65800
C: -4.36590 0.93303 -7.06634
C: -5.02915 1.18901 -8.26636
H: -6.01690 -1.85810 -9.16700
H: -4.88962 -2.45293 -7.12545
H: -3.60936 -0.65549 -5.83016
H: -3.83289 1.67648 -6.49224
H: -5.15967 2.23957 -8.48009
N: 6.28032 -1.68471 6.28296
C: 6.35420 -0.63669 7.18698
C: 5.65379 0.50603 7.10822
C: 4.69719 0.60165 6.05431
C: 4.46711 -0.44680 5.14112
C: 5.30750 -1.59714 5.25176
H: 7.14863 -0.80653 7.89862
H: 5.84743 1.35572 7.74613
H: 4.22003 1.56542 5.95495
H: 3.78124 -0.29638 4.32054
H: 5.07553 -2.50370 4.71255
N: 2.21987 6.31200 -4.36333
C: 2.39226 7.62098 -4.07382
C: 1.41873 8.44975 -3.58375
C: 0.14509 7.86238 -3.34132
C: -0.08438 6.53121 -3.63844
C: 0.99190 5.76024 -4.14467
H: 3.34422 7.94990 -4.46366
H: 1.72830 9.48238 -3.51861
H: -0.63788 8.54675 -3.04979
H: -1.09082 6.21037 -3.41363
H: 0.70530 4.73446 -4.32361
C: -1.44297 6.55283 2.87443
C: -0.14021 5.69408 3.05211
O: -0.06899 4.87523 3.98997
C: 1.02021 5.97478 2.10903
H: -1.30143 7.07971 1.93078
H: -1.42927 7.39311 3.56858
H: -2.32212 5.92870 2.71419
H: 0.85099 5.45972 1.16343
H: 1.91786 5.52420 2.53247
H: 0.98033 7.03211 1.84719
C: -8.11579 -1.72590 5.79974
C: -7.83629 -1.19238 4.41702
O: -6.77580 -1.45657 3.83604
C: -8.93293 -0.51610 3.74515
H: -9.11262 -2.16548 5.83421
H: -8.04225 -0.87393 6.47565
H: -7.25872 -2.33561 6.08574
H: -8.59022 0.07979 2.89924
H: -9.31284 0.09312 4.56529
H: -9.62925 -1.29506 3.43459
C: 3.83892 0.88007 -6.60293
C: 2.60489 0.56562 -7.44886
O: 2.33568 -0.55003 -7.76635
C: 1.91373 1.77135 -8.00111
H: 4.22171 1.88051 -6.80465
H: 4.55363 0.05801 -6.56392
H: 3.47801 0.96044 -5.57757
H: 2.33540 1.93891 -8.99217
H: 1.96234 2.71525 -7.45816
H: 0.83317 1.62882 -7.98707
C: -5.91215 4.49106 -0.42549
C: -4.93844 3.33908 -0.33330
O: -3.74241 3.50416 -0.15793
C: -5.48238 1.89430 -0.42081
H: -6.76680 4.43393 0.24861
H: -6.34701 4.51562 -1.42469
H: -5.46253 5.46296 -0.22210
H: -6.54299 1.96129 -0.17848
H: -5.01171 1.24262 0.31533
H: -5.28657 1.40344 -1.37413
C: -0.52498 1.01897 8.22561
C: -1.78420 0.22963 7.73727
O: -2.78243 0.20496 8.39280
C: -1.71083 -0.53923 6.40221
H: -0.65296 1.69284 9.07274
H: -0.10028 1.45992 7.32378
H: 0.17218 0.28938 8.63763
H: -2.51506 -0.08504 5.82340
H: -1.76631 -1.61645 6.55909
H: -0.75115 -0.29819 5.94504
C: 0.92910 1.25422 -0.64051
C: 0.04414 0.06684 -0.71355
O: -0.09306 -0.54436 -1.78230
C: -0.63335 -0.30017 0.63717
H: 0.24628 2.09542 -0.75982
H: 1.70746 1.31944 -1.40078
H: 1.38332 1.05098 0.32926
H: -0.46156 0.55449 1.29152
H: 0.02272 -1.09744 0.98649
H: -1.70141 -0.51764 0.64522

=====

# 2
DFT (ωB97M-V/def2-TZVPD) results for a molecular structure, C33H38BrF2MoN2O8SSi.

## Properties
Max |F| = 4.39 eV/A
Spin multiplicity = 3
<S²> = 2.04
Net charge = -1
Frontier orbital gap (alpha / beta) = 6.4963 / 7.0858 eV
HOMO (alpha / beta) = -4.894 / -5.562 eV

Geometry (Å):
Mo: -1.54998 0.22908 -0.86007
O: 0.70951 -0.14099 -5.89331
C: 0.03051 -1.29948 -5.76319
C: 0.18988 -2.25106 -6.81524
C: -0.69525 -3.31952 -6.80577
C: -1.45936 -3.65865 -5.71612
C: -1.46608 -2.81249 -4.61447
C: -0.65483 -1.67560 -4.60108
C: -0.55848 -0.84390 -3.36700
O: -1.81315 -0.75526 -2.70406
N: 0.38575 -1.42502 -2.50762
N: 0.34228 -1.01768 -1.17758
C: 1.37161 -1.53764 -0.55362
C: 1.79213 -1.39816 0.78573
Br: 0.69384 -2.25884 2.03944
C: 3.14500 -1.14424 1.10375
C: 3.56556 -0.73811 2.40197
C: 2.76628 -0.31260 3.46507
C: 3.30914 -0.23179 4.75345
C: 4.66350 -0.38221 5.01420
C: 5.52862 -0.72711 3.93466
C: 4.96443 -1.00189 2.71467
H: 0.51834 0.55843 -5.26675
H: 0.86109 -2.02310 -7.64400
H: -0.82838 -3.93249 -7.72687
H: -2.08664 -4.59495 -5.70053
H: -2.07458 -2.99923 -3.71501
H: -0.22878 0.14918 -3.70680
H: 1.27858 -1.78823 -2.81480
H: 2.09448 -2.01994 -1.26038
H: 3.84338 -1.29655 0.29315
H: 1.74881 -0.01426 3.25917
H: 2.66928 -0.02186 5.60961
H: 5.08804 -0.20991 6.05340
H: 6.62911 -0.71059 3.92669
H: 5.59816 -1.29633 1.86350
C: -1.77185 3.40292 2.25682
C: -1.94184 1.90810 1.93650
C: -2.84092 1.34635 3.06776
O: -2.53085 1.77704 0.57585
C: -0.57584 1.31972 1.81033
O: 0.21829 1.68371 2.65998
O: -0.37676 0.60013 0.76372
H: -2.75229 3.89556 2.46546
H: -1.25226 3.87489 1.40096
H: -1.21887 3.40672 3.23341
H: -3.77375 1.97587 3.19149
H: -2.22732 1.43820 3.99753
H: -3.00041 0.27396 2.96732
H: -3.47993 1.89885 0.54601
F: -4.71175 0.78168 -0.58663
C: -3.65344 0.87497 -1.53210
F: -3.58661 2.19014 -1.83218
H: -3.99092 0.32634 -2.43131
C: 5.42218 3.89552 0.02519
C: 4.10582 3.53071 -0.61477
C: 4.06929 2.53185 -1.63396
C: 2.88296 2.23386 -2.34104
C: 1.73940 2.97671 -1.98897
C: 1.76956 3.92654 -0.89992
C: 2.96594 4.24263 -0.30593
S: 0.07666 2.77337 -2.71629
O: -0.51763 4.07416 -2.93847
O: 0.25620 1.91960 -3.92811
O: -0.65760 2.00815 -1.57503
H: 6.10477 3.03115 -0.01479
H: 5.31970 4.14503 1.08721
H: 5.96048 4.74422 -0.50459
H: 4.94254 1.87959 -1.80172
H: 2.81075 1.41446 -3.10468
H: 0.81182 4.30378 -0.56659
H: 3.06409 5.22190 0.23773
C: -2.60692 -2.86850 4.04434
Si: -3.78207 -2.70102 2.57534
C: -5.35079 -1.80091 3.09502
C: -4.03060 -4.49279 1.96767
C: -3.10470 -1.71281 1.07587
C: -2.49164 -1.08411 0.20549
H: -3.17567 -3.24410 4.85586
H: -2.10852 -1.90671 4.37744
H: -1.84641 -3.65544 3.79749
H: -5.90688 -2.38270 3.84104
H: -5.96268 -1.79203 2.17118
H: -5.26553 -0.79364 3.46602
H: -4.55757 -5.05778 2.73258
H: -3.07859 -4.95842 1.74276
H: -4.76281 -4.47445 1.14152

=====

# 3
DFT (ωB97M-V/def2-TZVPD) results for 2 unconnected molecules or ions with the total composition C2H4N2OS.

## Properties
Max |F| = 4.91 eV/A
Net charge = 0
Frontier orbital gap = 9.0096 eV
HOMO = -9.193 eV

Geometry (Å):
C: -0.97593 1.10365 -0.59968
C: 2.07890 -0.50029 0.10052
N: -1.90954 0.45360 0.11351
N: -0.21606 1.85079 -1.04968
O: -0.12000 -1.70843 0.41380
S: 0.82257 -1.35865 -0.59939
H: 2.96602 -0.12892 -0.35924
H: 1.81686 -0.32742 1.17355
H: -1.93016 0.84493 1.02535
H: -2.53266 -0.22926 -0.21875